Record 1
{"formula": "C2H4N2O2", "method": "the ωB97M-V functional and the def2-TZVPD basis", "charge": 0, "orbital_gap_ha": 0.3863, "energy_ha": -338.58048, "e_above_lowest_kcal_mol": 45.6, "smiles": "[H]/N=C(\\N)OC=O", "e_homo_ha": -0.3604, "elements": ["H", "N", "C", "N", "O", "C", "O", "H", "H", "H"], "positions_angstrom": [[0.254, -2.327, -1.122], [0.818, -1.829, -0.387], [0.327, -0.624, -0.378], [-0.634, 0.055, -1.077], [0.977, 0.164, 0.618], [0.332, 1.042, 1.393], [-0.817, 1.447, 1.388], [-1.076, 0.830, -0.586], [-1.233, -0.234, -2.001], [1.053, 1.476, 2.153]], "forces_ev_per_a": [[0.8264, 0.2193, 0.8106], [-2.2028, 1.8571, -1.6997], [0.8084, -1.9867, 0.6804], [-2.0154, -0.0995, -2.6324], [-0.9341, 0.1858, -0.3823], [-0.1724, 1.6774, 1.3936], [1.2265, -1.1518, -0.7394], [0.2719, -0.2584, -0.0527], [2.6319, 0.2568, 3.4623], [-0.4403, -0.7001, -0.8405]]}


Record 2
{"formula": "C5H11NO", "method": "the ωB97M-V functional and the def2-TZVPD basis", "charge": -1, "orbital_gap_ha": [0.1573, 0.2367], "s_squared": 0.78, "energy_ha": -327.01707, "e_above_lowest_kcal_mol": 36.3, "spin_multiplicity": 2, "e_homo_ha": [-0.0093, -0.0909], "elements": ["N", "C", "C", "C", "C", "C", "H", "H", "H", "H", "H", "H", "H", "H", "H", "H", "H", "O"], "positions_angstrom": [[2.624, 1.183, -0.318], [1.186, 1.212, -0.035], [-3.080, -1.197, -0.973], [-1.698, -1.252, -0.784], [-0.883, -0.165, -0.433], [0.508, -0.067, -0.508], [3.133, 1.746, 0.354], [2.853, 1.598, -1.207], [1.052, 1.418, 1.030], [0.690, 2.009, -0.624], [-3.519, -1.858, -1.724], [-3.746, -0.385, -0.708], [-1.230, -2.161, -1.156], [-1.435, 0.644, 0.018], [1.056, -0.457, -1.370], [1.386, -1.257, 2.654], [0.257, -0.315, 2.559], [0.845, -0.696, 3.226]], "forces_ev_per_a": [[0.6889, 0.1709, 0.4025], [-0.7137, -0.4296, -0.9881], [-0.2013, -0.7084, -0.3940], [-0.6473, 0.8051, -0.9372], [0.2039, -0.9924, 0.5344], [0.6236, 0.5218, 0.2629], [-0.0681, -0.0430, 0.0845], [-0.2117, -0.0650, -0.3008], [-0.0965, -0.0053, -0.0139], [0.1766, 0.4906, 0.4598], [-0.0182, -0.2652, 0.4423], [0.3534, 0.3814, 0.1490], [0.2532, 0.0349, -0.0377], [-0.1607, 0.6104, 0.2749], [-0.1430, -0.5034, 0.2499], [0.0260, 0.0492, 0.1561], [-0.1370, 0.0460, 0.0465], [0.0718, -0.0980, -0.3912]]}


Record 3
{"formula": "C22H25N3O6S", "method": "the ωB97M-V functional and the def2-TZVPD basis", "charge": 0, "orbital_gap_ha": 0.3515, "energy_ha": -1867.30953, "e_above_lowest_kcal_mol": 8.8, "smiles": "CNC(=O)NC(=O)[C@@H](OC(=O)c1cccc(S(=O)(=O)N2CCCCC2)c1)c1ccccc1", "e_homo_ha": -0.3554, "elements": ["C", "N", "C", "O", "N", "C", "O", "C", "O", "C", "O", "C", "C", "C", "C", "C", "S", "O", "O", "N", "C", "C", "C", "C", "C", "C", "C", "C", "C", "C", "C", "C", "H", "H", "H", "H", "H", "H", "H", "H", "H", "H", "H", "H", "H", "H", "H", "H", "H", "H", "H", "H", "H", "H", "H", "H", "H"], "positions_angstrom": [[0.708, -5.245, -3.807], [1.121, -4.269, -2.830], [0.319, -3.280, -2.432], [-0.820, -3.079, -2.784], [0.899, -2.390, -1.485], [2.156, -2.376, -0.982], [2.997, -3.225, -1.179], [2.413, -1.198, -0.027], [1.685, -0.035, -0.402], [1.963, 0.476, -1.616], [2.744, -0.030, -2.380], [1.164, 1.694, -1.890], [1.106, 2.182, -3.195], [0.343, 3.298, -3.489], [-0.366, 3.935, -2.480], [-0.293, 3.452, -1.188], [-1.169, 4.278, 0.146], [-2.229, 5.061, -0.425], [-0.213, 4.933, 0.987], [-1.745, 2.947, 0.969], [-1.851, 3.037, 2.410], [-1.905, 1.626, 2.989], [-3.084, 0.866, 2.383], [-2.984, 0.872, 0.859], [-2.883, 2.308, 0.349], [0.466, 2.345, -0.876], [1.980, -1.647, 1.347], [2.839, -2.425, 2.113], [2.438, -2.879, 3.356], [1.181, -2.559, 3.842], [0.322, -1.787, 3.078], [0.716, -1.339, 1.830], [-0.324, -5.034, -4.080], [0.777, -6.251, -3.390], [1.338, -5.184, -4.697], [2.065, -4.300, -2.458], [0.269, -1.643, -1.219], [3.489, -0.990, -0.055], [1.661, 1.665, -3.963], [0.298, 3.670, -4.500], [-0.982, 4.800, -2.675], [-0.975, 3.584, 2.758], [-2.753, 3.595, 2.700], [-0.973, 1.109, 2.754], [-2.003, 1.682, 4.073], [-3.103, -0.161, 2.752], [-4.017, 1.349, 2.684], [-3.854, 0.387, 0.416], [-2.092, 0.325, 0.548], [-2.725, 2.333, -0.731], [-3.808, 2.858, 0.573], [0.510, 2.003, 0.145], [3.816, -2.677, 1.728], [3.109, -3.483, 3.947], [0.871, -2.911, 4.814], [-0.659, -1.537, 3.452], [0.047, -0.736, 1.234]], "forces_ev_per_a": [[-0.1736, -0.0536, -0.1181], [0.4927, -0.2842, -0.0523], [0.3085, 0.1942, 0.3898], [-0.4482, 0.0749, -0.1640], [-0.4627, 0.0839, -0.1531], [-0.0166, 0.3287, 0.0062], [0.3361, -0.0881, 0.0801], [0.5200, -0.4320, -0.0740], [-0.2071, -0.0621, 0.3992], [0.2413, 0.0147, -0.4320], [-0.0841, 0.0883, 0.1762], [-0.1821, 0.2944, 0.0370], [0.0570, -0.1027, 0.1364], [0.0240, 0.0094, 0.0691], [-0.1004, 0.1055, 0.0289], [-0.3668, 0.2232, 0.3670], [0.0756, -0.2977, -0.0573], [-0.0070, -0.2399, -0.1324], [0.1057, -0.1661, 0.1580], [0.3976, 0.7795, -0.4904], [0.3578, 0.1589, 0.5988], [-0.2803, 0.1777, -0.0973], [0.2542, -0.1330, -0.0789], [-0.1493, 0.2392, 0.0920], [-0.3125, -0.4117, -0.4382], [0.2521, -0.2382, -0.1248], [-0.0369, 0.2787, 0.0530], [-0.0351, 0.0678, -0.0976], [0.0207, -0.0444, 0.0182], [-0.0230, -0.0198, 0.0568], [-0.0588, -0.0233, 0.0118], [0.0703, 0.0327, -0.0197], [0.0741, -0.0793, -0.0279], [-0.0366, 0.0072, -0.0551], [-0.0548, -0.0298, -0.0056], [-0.2070, 0.1323, 0.0620], [0.0825, -0.1694, -0.0995], [-0.2380, -0.0942, -0.0544], [0.0282, -0.0369, -0.0681], [-0.0192, 0.0267, -0.0728], [-0.0685, 0.0872, -0.1069], [-0.1252, -0.0397, 0.1570], [0.0548, -0.0142, 0.0044], [0.1000, -0.0162, 0.0340], [0.0596, 0.0115, 0.0243], [-0.0844, 0.0006, 0.0386], [-0.0792, -0.0211, 0.0503], [0.0243, -0.0211, -0.0574], [0.0448, -0.0711, -0.0788], [-0.1843, -0.0977, -0.0092], [0.0546, -0.0109, -0.0612], [0.0179, -0.1284, 0.0696], [0.1286, -0.0248, -0.0352], [0.0621, -0.0485, 0.0528], [-0.0212, -0.0262, 0.0871], [-0.0979, 0.0263, 0.0408], [-0.0846, 0.0826, -0.0370]]}


Record 4
{"formula": "C5H14", "method": "the ωB97M-V functional and the def2-TZVPD basis", "charge": 0, "orbital_gap_ha": 0.4276, "energy_ha": -198.83937, "e_above_lowest_kcal_mol": 31.2, "smiles": "CCC.CC", "e_homo_ha": -0.3899, "elements": ["C", "C", "C", "H", "H", "H", "H", "H", "H", "H", "H", "C", "C", "H", "H", "H", "H", "H", "H"], "positions_angstrom": [[-1.037, -0.246, 1.561], [-1.419, -1.611, 0.987], [-2.803, -2.059, 0.416], [-1.753, 0.443, 1.929], [-0.412, 0.267, 0.776], [-0.444, -0.409, 2.482], [-0.670, -1.707, 0.190], [-1.070, -2.466, 1.574], [-3.579, -1.445, 0.876], [-2.635, -1.795, -0.628], [-3.116, -3.056, 0.398], [2.788, 2.291, -0.959], [1.900, 1.285, -1.788], [2.509, 2.105, 0.123], [3.824, 2.070, -1.115], [2.651, 3.350, -1.027], [0.881, 1.437, -1.438], [2.266, 0.267, -1.533], [2.119, 1.280, -2.826]], "forces_ev_per_a": [[1.3711, -0.2397, 0.0112], [0.8513, -2.3725, -0.3572], [1.2038, 3.5328, -0.5745], [-1.3965, 0.4715, -0.1479], [-0.5726, -0.1711, 1.1103], [0.2102, 0.0546, -0.6862], [-0.4516, -0.1648, -0.3435], [-0.0589, 0.5021, 0.9125], [-0.1973, -0.0636, -0.3214], [-1.1231, 0.1946, -0.2601], [0.1780, -1.7360, 0.6475], [-1.1938, -1.6132, 1.3313], [1.4890, 0.2159, 1.9812], [0.6874, -0.0167, -1.0013], [0.6743, -0.0632, 0.1040], [-0.4220, 0.5957, -0.8635], [-0.1778, -0.3281, -0.7814], [-0.5459, 0.4721, 0.4026], [-0.5257, 0.7296, -1.1635]]}